Entry 1:
# C5H14NO2

A 2-piece molecular cluster, C5H14NO2 overall (the ωB97M-V functional and the def2-TZVPD basis, OMol25).

Cartesian coordinates (Å):
O: 0.77 0.68 0.45
H: -0.61 -0.40 2.84
H: 0.53 2.35 -0.89
H: -2.37 1.12 0.46
C: -2.43 0.43 -0.35
H: 3.70 0.29 -2.04
C: 2.61 0.20 -2.05
H: -2.95 0.92 -1.22
H: -0.61 -2.08 0.48
C: 0.96 1.92 0.03
H: -1.03 -2.26 2.69
N: -0.20 -1.33 1.05
O: -1.16 -0.14 -0.75
H: 2.39 -0.05 -3.07
H: 2.03 1.06 -1.73
H: -3.21 -0.38 -0.10
H: 1.84 2.43 0.29
C: -0.10 -0.21 0.06
C: -1.07 -1.18 2.25
H: -2.15 -1.03 1.87
H: 0.81 -1.67 1.28
H: 2.27 -0.69 -1.58

E_HOMO (spin up / spin down) in eV: -10.9 / -15.6
Net charge: +1
Gap between HOMO and LUMO (spin up / spin down) in eV: 7.5 / 11.1
Multiplicity: 3
Relative energy (zero: lowest compared OMol25 entry of this formula, charge and spin) in kcal per mole: 64.14

Mulliken population analysis, charges in e, atoms 1 to 6:
1. O -0.295
2. H 0.334
3. H 0.406
4. H 0.421
5. C -0.763
6. H 0.290

---

Entry 2:
# C5H14NO2S

A 2-piece molecular cluster, C5H14NO2S overall (the ωB97M-V functional and the def2-TZVPD basis, OMol25).

Cartesian coordinates (Å):
C: 0.88 1.68 -0.15
H: 0.72 -1.59 -1.11
H: 0.08 -1.96 2.68
S: 0.37 3.06 -0.99
H: -1.20 -0.86 2.82
H: -0.87 -2.22 -1.61
N: -0.74 -1.29 0.26
H: -0.01 0.51 -1.53
H: 1.85 1.21 -0.01
C: -0.02 1.09 0.96
C: -0.36 -1.38 -1.15
H: -0.37 -3.41 0.52
H: 0.74 4.19 -0.29
O: 0.21 -4.03 0.16
C: -0.14 -0.90 2.54
H: 1.10 -0.76 0.78
H: -1.69 -0.92 0.23
H: 0.47 -0.39 3.29
C: 0.13 -0.41 1.13
H: 0.30 1.54 1.91
H: 0.87 -3.51 -0.30
H: -1.09 1.31 0.87
O: -0.63 -0.23 -1.88

E_HOMO in eV: -2.2
Net charge: -1
Gap between HOMO and LUMO in eV: 5.9
Multiplicity: 1
Relative energy (zero: lowest compared OMol25 entry of this formula, charge and spin) in kcal per mole: 29.53

Mulliken population analysis, charges in e, atoms 1 to 6:
1. C -0.874
2. H 0.370
3. H 0.364
4. S -0.313
5. H 0.283
6. H 0.294

---

Entry 3:
# C5H14NO3P

An isolated molecule of C5H14NO3P (the ωB97M-V functional and the def2-TZVPD basis, OMol25).

Cartesian coordinates (Å):
O: -0.82 0.68 1.30
H: 2.55 0.28 1.04
H: 3.77 0.97 -0.32
H: -1.38 -0.25 2.93
C: -0.56 0.30 2.56
H: 0.33 -0.37 2.53
H: 2.45 -0.95 -1.47
H: -0.32 -2.57 -0.91
H: 2.26 1.70 -0.13
H: -1.44 2.23 -2.24
O: -1.55 0.65 -1.03
H: 1.49 0.35 -1.87
C: -1.39 2.09 -1.16
P: -0.74 -0.26 0.00
C: 2.74 0.66 -0.05
H: -2.27 2.50 -0.60
H: -1.72 -3.45 0.15
H: -2.12 -2.70 -1.42
C: 1.86 -0.20 -1.03
H: -0.27 1.14 3.20
O: -1.75 -1.52 0.15
C: -1.48 -2.71 -0.54
H: -0.44 2.39 -0.80
N: 0.79 -0.95 -0.31

E_HOMO (spin up / spin down) in eV: -3.0 / -10.1
Gap between HOMO and LUMO (spin up / spin down) in eV: 4.0 / 8.0
Multiplicity: 3
Relative energy (zero: lowest compared OMol25 entry of this formula, charge and spin) in kcal per mole: 43.06

Mulliken population analysis, charges in e, atoms 1 to 6:
1. O 0.070
2. H 0.241
3. H 0.399
4. H 0.289
5. C -0.794
6. H 0.344

---

Entry 4:
# C5H14NO4S2

A 2-piece molecular cluster, C5H14NO4S2 overall (the ωB97M-V functional and the def2-TZVPD basis, OMol25).

Cartesian coordinates (Å):
S: -0.03 -3.41 1.29
H: 0.84 3.01 0.78
O: -2.03 -1.59 -0.32
H: 1.94 -3.91 2.55
H: -0.39 4.53 -2.50
S: 1.16 2.96 -1.59
H: -2.23 -0.26 -1.88
H: 1.71 -2.10 2.46
O: -1.34 -3.36 2.00
C: 1.70 3.05 0.12
O: 0.26 1.78 -1.71
C: 1.24 -3.08 2.57
H: 0.71 5.30 -1.32
H: -2.80 0.28 -0.30
H: 2.26 3.98 0.28
H: 0.73 -3.10 3.54
N: 0.20 -2.33 0.07
C: -1.98 -0.26 -0.80
H: -1.05 0.26 -0.58
H: -0.66 4.29 -0.75
O: 0.24 -4.82 0.82
H: 2.35 2.20 0.32
C: 0.10 4.42 -1.53
H: -0.66 -2.08 -1.84
C: -0.94 -2.36 -0.82
H: -1.31 -3.41 -0.86

E_HOMO in eV: -3.4
Net charge: -1
Gap between HOMO and LUMO in eV: 5.7
Multiplicity: 1

Mulliken population analysis, charges in e, atoms 1 to 6:
1. S 1.206
2. H 0.300
3. O -0.331
4. H 0.309
5. H 0.309
6. S 0.398

---

Entry 5:
# C5H14NP

A 2-piece molecular cluster, C5H14NP overall (the ωB97M-V functional and the def2-TZVPD basis, OMol25).

Cartesian coordinates (Å):
H: 1.92 1.25 -1.97
C: -1.09 0.21 1.11
C: -0.55 1.56 1.51
C: -0.53 -1.00 1.15
H: 0.46 -1.35 1.39
H: -2.69 -0.52 0.16
H: 2.55 -1.53 0.24
C: -2.58 0.35 0.65
H: -1.11 1.99 2.28
N: 1.19 -0.76 -1.91
H: -1.00 -1.89 0.75
H: 1.89 -2.91 -1.63
H: 3.58 -1.44 -1.61
H: 0.30 1.10 -2.49
H: 0.44 1.41 1.64
P: 2.25 -1.66 -1.24
C: 1.03 0.67 -1.68
H: -0.86 2.21 0.64
H: 0.76 0.82 -0.68
H: -3.17 0.20 1.59
H: -2.79 1.25 0.10

E_HOMO in eV: -8.4
Gap between HOMO and LUMO in eV: 9.3
Multiplicity: 1
Relative energy (zero: lowest compared OMol25 entry of this formula, charge and spin) in kcal per mole: 77.93
SMILES string: CN=[PH3].C=C(C)C

Mulliken population analysis, charges in e, atoms 1 to 6:
1. H 0.350
2. C 1.137
3. C -1.491
4. C -1.048
5. H 0.308
6. H 0.434

---

Entry 6:
# C5H14NS

A 2-piece molecular cluster, C5H14NS overall (the ωB97M-V functional and the def2-TZVPD basis, OMol25).

Cartesian coordinates (Å):
H: -1.73 -3.67 1.45
C: 0.81 1.26 -2.63
H: 0.94 2.67 0.56
H: 1.77 3.24 -0.97
H: 2.18 1.54 -0.40
H: -1.50 -3.08 3.23
H: 0.05 -2.35 0.96
C: 1.39 2.29 -0.48
H: -0.44 2.42 -1.26
C: -0.24 0.46 -0.50
C: -1.67 -2.79 2.18
N: -0.46 -1.89 1.85
H: 0.43 -0.37 -0.53
H: 0.20 -1.93 2.70
H: 1.96 1.42 -2.39
S: -1.63 0.51 0.40
C: 0.25 1.60 -1.29
H: -2.66 -2.39 2.00
H: -0.96 -0.97 1.42
H: 0.67 0.18 -2.80
H: 0.63 1.86 -3.51

E_HOMO in eV: -13.5
Net charge: +1
Gap between HOMO and LUMO in eV: 9.0
Multiplicity: 1
Relative energy (zero: lowest compared OMol25 entry of this formula, charge and spin) in kcal per mole: 60.34

Mulliken population analysis, charges in e, atoms 1 to 6:
1. H 0.284
2. C -1.187
3. H 0.315
4. H 0.333
5. H 0.481
6. H 0.317

---

Entry 7:
# C5H14NS2

An isolated ion of composition C5H14NS2 and charge +1 (the ωB97M-V functional and the def2-TZVPD basis, OMol25).

Cartesian coordinates (Å):
H: -0.26 -3.65 0.15
H: 2.36 3.80 0.43
S: -0.63 0.26 0.80
C: 1.19 2.30 1.43
N: -2.17 -1.65 -1.22
H: 2.00 2.25 2.17
H: -1.50 -3.46 -1.80
C: 1.31 3.54 0.53
C: -1.01 -2.57 -1.53
H: -2.62 -1.93 -0.34
H: -1.76 -0.75 -0.93
S: -0.54 -1.70 1.20
C: -0.14 -2.64 -0.27
C: 1.08 0.98 0.68
H: 0.71 4.32 0.94
H: 0.92 -2.64 -0.50
H: -2.81 -1.44 -1.98
H: 1.31 1.00 -0.38
H: 0.36 2.43 2.14
H: -0.37 -2.09 -2.26
H: 0.86 3.42 -0.45
H: 1.68 0.22 1.18

E_HOMO in eV: -12.9
Net charge: +1
Gap between HOMO and LUMO in eV: 9.6
Multiplicity: 1
Relative energy (zero: lowest compared OMol25 entry of this formula, charge and spin) in kcal per mole: 24.34
SMILES string: CCCSSCC[NH3+]

Mulliken population analysis, charges in e, atoms 1 to 6:
1. H 0.352
2. H 0.307
3. S -0.163
4. C -0.488
5. N -0.265
6. H 0.384

---

Entry 8:
# C5H14NSi

An isolated ion of composition C5H14NSi and charge +1 (the ωB97M-V functional and the def2-TZVPD basis, OMol25).

Cartesian coordinates (Å):
H: 3.49 0.86 1.06
H: 3.80 1.83 -0.46
C: -0.75 -1.81 -0.12
H: -1.09 0.15 1.59
H: 1.31 -0.36 1.28
C: 1.25 -0.45 0.20
C: 3.18 1.12 0.06
Si: -2.79 0.88 -0.14
H: 1.79 0.87 -1.49
H: -0.16 -2.50 -0.72
N: -0.19 -0.45 -0.21
H: -2.55 1.11 -1.56
C: -1.02 0.52 0.57
H: -0.73 -2.14 0.91
H: -1.77 -1.82 -0.49
C: 2.08 0.61 -0.48
H: -0.46 1.46 0.61
H: -3.57 -0.34 0.07
H: -0.22 -0.15 -1.19
H: 1.67 -1.42 -0.08
H: -3.27 2.03 0.60

E_HOMO (spin up / spin down) in eV: -9.5 / -15.8
Net charge: +1
Gap between HOMO and LUMO (spin up / spin down) in eV: 6.6 / 9.6
Multiplicity: 3
Relative energy (zero: lowest compared OMol25 entry of this formula, charge and spin) in kcal per mole: 0.00

Mulliken population analysis, charges in e, atoms 1 to 6:
1. H 0.342
2. H 0.333
3. C -0.903
4. H 0.436
5. H 0.353
6. C -0.418

---

Entry 9:
# C5H14O

A 2-piece molecular cluster, C5H14O overall (the ωB97M-V functional and the def2-TZVPD basis, OMol25).

Cartesian coordinates (Å):
H: -1.68 0.45 -3.33
H: 2.83 -0.05 1.64
H: 2.21 -0.14 3.34
H: -0.06 0.75 -1.06
C: -0.54 -1.20 -1.63
H: 2.34 -1.57 2.42
H: -2.88 0.83 -2.17
H: -0.12 -0.65 2.37
C: 0.72 -0.34 1.75
H: 0.65 -0.95 0.85
H: -1.41 0.22 -0.30
O: 0.52 0.99 1.24
C: 2.12 -0.51 2.32
H: -1.52 1.96 -2.55
H: -1.18 -1.97 -1.17
H: 0.52 1.57 2.03
C: -1.81 0.93 -2.35
H: 0.50 -1.47 -1.49
H: -0.88 -1.53 -2.63
C: -0.99 0.23 -1.30

E_HOMO in eV: -10.4
Gap between HOMO and LUMO in eV: 11.4
Multiplicity: 1
Relative energy (zero: lowest compared OMol25 entry of this formula, charge and spin) in kcal per mole: 27.94
SMILES string: CCC.CCO

Mulliken population analysis, charges in e, atoms 1 to 6:
1. H 0.317
2. H 0.297
3. H 0.345
4. H 0.155
5. C -1.292
6. H 0.335

---

Entry 10:
# C5H14O2

A 2-piece molecular cluster, C5H14O2 overall (the ωB97M-V functional and the def2-TZVPD basis, OMol25).

Cartesian coordinates (Å):
H: 2.44 -2.19 -0.10
H: 1.17 0.90 -0.69
H: -0.45 -1.42 -0.30
H: 2.36 -0.86 1.44
H: 1.62 1.65 0.75
H: -1.33 1.22 -0.77
C: -0.59 -1.07 0.72
C: -0.16 0.37 0.90
C: -1.14 1.38 0.30
C: 1.23 0.70 0.36
O: -2.88 -0.51 -2.83
H: -0.11 -1.84 1.32
H: -0.13 0.57 1.97
H: -2.15 0.04 -3.20
O: 2.14 -1.39 -0.52
C: 2.33 -0.32 0.50
H: -1.66 -1.22 0.92
H: -2.10 1.39 0.80
H: 3.30 0.08 0.22
H: -3.25 0.17 -2.22
H: -0.66 2.35 0.43

E_HOMO (spin up / spin down) in eV: 1.2 / -6.9
Net charge: -1
Gap between HOMO and LUMO (spin up / spin down) in eV: 2.3 / 10.3
Multiplicity: 2
Relative energy (zero: lowest compared OMol25 entry of this formula, charge and spin) in kcal per mole: 12.36

Mulliken population analysis, charges in e, atoms 1 to 6:
1. H 0.200
2. H 0.447
3. H 0.462
4. H 0.467
5. H 0.541
6. H 0.158

---

Entry 11:
# C5H14O2

A 2-piece molecular cluster, C5H14O2 overall (the ωB97M-V functional and the def2-TZVPD basis, OMol25).

Cartesian coordinates (Å):
H: -3.39 0.10 -0.88
H: 3.70 -1.45 -1.21
H: 1.26 1.01 -0.84
H: -0.78 -1.50 0.88
H: -0.30 1.55 -1.34
H: 0.07 -0.29 2.52
C: -0.57 -0.83 0.03
H: 1.50 0.26 1.73
H: 0.61 2.46 -0.09
H: 0.35 -1.20 -0.43
H: -1.52 -0.29 -1.81
O: 3.05 -1.18 -0.53
H: -1.31 0.98 0.84
O: -2.97 -0.58 -0.35
C: 0.46 0.53 1.91
H: -1.79 -1.95 -1.33
C: -1.71 -0.93 -0.96
C: 0.34 1.46 -0.45
H: 2.94 -0.23 -0.69
C: -0.33 0.58 0.59
H: 0.39 1.49 2.40

E_HOMO (spin up / spin down) in eV: 1.0 / -6.9
Net charge: -1
Gap between HOMO and LUMO (spin up / spin down) in eV: 2.4 / 10.1
Multiplicity: 2
Relative energy (zero: lowest compared OMol25 entry of this formula, charge and spin) in kcal per mole: 0.69

Mulliken population analysis, charges in e, atoms 1 to 6:
1. H 0.282
2. H 0.587
3. H 0.672
4. H 0.285
5. H 0.280
6. H 0.351

---

Entry 12:
# C5H14O2

A 3-piece molecular cluster, C5H14O2 overall (the ωB97M-V functional and the def2-TZVPD basis, OMol25).

Cartesian coordinates (Å):
C: 1.62 -2.61 0.54
H: -5.29 4.41 -1.76
H: 2.88 3.66 -0.28
H: 1.89 -3.42 1.20
C: 0.15 -2.22 0.66
H: 0.47 1.14 1.53
C: -0.88 -3.15 0.25
O: 3.50 2.95 -0.10
H: -1.07 -3.32 -0.81
H: 2.37 -1.85 0.82
H: 1.75 -0.08 1.15
C: 0.76 0.24 0.89
O: -4.78 3.95 -2.43
C: -0.24 -0.90 0.85
H: -0.73 -4.20 0.61
H: 4.32 3.03 -0.58
H: -1.14 -0.83 1.51
H: 1.65 -2.95 -0.50
H: 0.77 0.51 -0.21
H: -1.92 -2.86 0.52
H: -4.07 3.43 -2.05

E_HOMO in eV: -8.2
Gap between HOMO and LUMO in eV: 9.0
Multiplicity: 1
Relative energy (zero: lowest compared OMol25 entry of this formula, charge and spin) in kcal per mole: 43.05
SMILES string: CC=C(C)C.O.O

Mulliken population analysis, charges in e, atoms 1 to 6:
1. C -1.155
2. H 0.321
3. H 0.316
4. H 0.328
5. C 0.897
6. H 0.313

---

Calculated max |F|, 4.2, 3.1, 4.2, 2.5, 4.3, 3.9, 2.2, 10.9, 2.7, 2.4, 1.2, 3.7 eV/Å (same order as the records).
Calculated molecular weight, 120.2, 152.2, 167.1, 216.3, 119.1, 120.2, 152.3, 116.3, 90.2, 106.2, 106.2, 106.2 u (same order as the records).